<i>
4 unconnected molecules or ions with the total composition C48H108FP3, computed with the ωB97M-V functional and the def2-TZVPD basis.

```
160
Properties=species:S:1:pos:R:3:lowdin_charge:R:1
F 0.69790 0.34041 0.00536 -0.989
C -6.32557 -0.19101 -0.12641 -0.107
C -5.58488 -1.31842 -0.83489 -0.266
C -5.49306 -2.61481 0.00151 -0.234
C -4.54918 -2.39618 1.30210 -0.205
P -3.91918 -4.03160 1.92949 1.044
C -2.77544 -4.78752 0.72529 -0.264
C -1.84730 -5.86486 1.35463 -0.224
C -0.45981 -5.13948 1.52934 -0.258
C 0.35184 -6.10271 2.36921 -0.107
C -3.05940 -3.74326 3.53316 -0.273
C -3.98113 -3.33617 4.71686 -0.221
C -3.28883 -3.10816 6.08246 -0.225
C -2.39223 -4.29165 6.44306 -0.107
C -5.28631 -5.20634 2.24332 -0.281
C -4.95500 -6.41981 3.11603 -0.238
C -6.23187 -6.88971 3.93261 -0.251
C -7.27129 -7.50406 3.02240 -0.104
H -6.39698 0.54806 -0.92439 0.073
H -5.79156 0.34261 0.65984 0.071
H -7.31308 -0.43402 0.26588 0.080
H -4.55492 -1.04545 -1.06460 0.110
H -6.07002 -1.57219 -1.77740 0.109
H -5.25464 -3.41307 -0.70137 0.095
H -6.48453 -2.98299 0.26521 0.101
H -5.02104 -1.77394 2.06253 0.091
H -3.64073 -1.94375 0.90445 0.093
H -2.25393 -4.01277 0.16325 0.104
H -3.40664 -5.28040 -0.01415 0.091
H -1.66824 -6.58880 0.55967 0.115
H -2.28261 -6.34608 2.23043 0.091
H -0.58397 -4.15238 1.97466 0.099
H -0.04896 -4.94498 0.53865 0.117
H -0.02645 -6.07242 3.39102 0.076
H 1.37468 -5.72998 2.31452 0.077
H 0.39496 -7.08454 1.89778 0.083
H -2.27058 -3.03446 3.28128 0.101
H -2.39444 -4.56850 3.78795 0.071
H -4.66430 -4.18399 4.76745 0.089
H -4.61458 -2.50440 4.40864 0.102
H -4.07366 -3.04341 6.83608 0.109
H -2.68411 -2.20225 6.04091 0.109
H -2.70525 -5.22545 5.97600 0.063
H -2.33444 -4.54096 7.50260 0.081
H -1.41214 -4.13076 5.99402 0.073
H -5.65419 -5.60047 1.29600 0.101
H -6.11553 -4.70916 2.74661 0.103
H -4.16769 -6.19767 3.83637 0.083
H -4.53559 -7.15444 2.42863 0.110
H -6.59940 -6.27254 4.75244 0.113
H -5.83223 -7.76729 4.44078 0.102
H -8.04842 -8.07972 3.52518 0.086
H -6.70428 -8.10066 2.30779 0.081
H -7.66803 -6.62905 2.50757 0.067
C -2.87078 4.81345 5.69129 -0.112
C -1.77137 3.86013 5.39631 -0.263
C -0.32381 4.40340 5.60230 -0.201
C 0.82044 3.38242 5.16043 -0.274
P 2.51376 3.78685 4.76732 1.028
C 3.50006 2.22066 4.73341 -0.257
C 4.99006 2.36394 4.53584 -0.244
C 5.67845 1.14825 3.84236 -0.240
C 5.26343 0.73984 2.40678 -0.086
C 3.00761 4.93815 6.15103 -0.236
C 4.19076 5.91146 5.80358 -0.256
C 4.60961 6.69167 7.03772 -0.238
C 6.09755 7.09413 6.94114 -0.094
C 2.72666 4.76717 3.25797 -0.255
C 1.71183 5.94482 2.95975 -0.213
C 0.45661 5.48178 2.21611 -0.249
C -0.62176 6.58466 2.10928 -0.093
H -2.91972 5.61624 4.95560 0.072
H -2.63630 5.44805 6.54593 0.079
H -3.85572 4.36293 5.81381 0.083
H -1.73729 3.51472 4.36305 0.105
H -1.95482 2.96934 5.99710 0.110
H -0.09972 4.74058 6.61433 0.106
H -0.15078 5.28419 4.98394 0.081
H 0.47267 2.87490 4.26066 0.096
H 0.96543 2.70050 5.99832 0.096
H 3.01701 1.70866 3.90117 0.094
H 3.31615 1.63552 5.63445 0.108
H 5.36512 2.38507 5.55906 0.111
H 5.23634 3.33589 4.10833 0.096
H 5.54034 0.25398 4.45007 0.102
H 6.74963 1.30173 3.97319 0.105
H 4.19541 0.54147 2.31680 0.068
H 5.77825 -0.17645 2.11785 0.075
H 5.50939 1.59319 1.77481 0.072
H 3.12534 4.32415 7.04391 0.097
H 2.11934 5.51807 6.40157 0.085
H 3.80219 6.51764 4.98525 0.095
H 5.03842 5.39780 5.35001 0.096
H 4.49405 5.90958 7.78811 0.097
H 3.83436 7.42860 7.24753 0.119
H 6.20062 7.90322 6.21807 0.072
H 6.80526 6.33894 6.59919 0.074
H 6.55160 7.58827 7.80007 0.072
H 2.87979 4.06973 2.43442 0.106
H 3.67706 5.29669 3.32457 0.077
H 2.20958 6.58574 2.23204 0.119
H 1.52681 6.40394 3.93087 0.100
H 0.09285 4.63520 2.79841 0.075
H 0.70434 5.02230 1.25923 0.122
H -0.25742 7.32176 1.39371 0.072
H -0.88781 7.18279 2.98080 0.067
H -1.62715 6.26939 1.83017 0.071
C -1.10073 3.20767 -6.01115 -0.086
C -0.52673 2.43793 -7.20016 -0.265
C -0.87830 0.97864 -7.17201 -0.254
C -0.12270 0.20704 -6.09685 -0.236
P 1.52809 -0.35054 -6.66513 1.029
C 2.07368 -1.85151 -5.74952 -0.258
C 3.15471 -2.65049 -6.45085 -0.265
C 3.41995 -3.90966 -5.60725 -0.239
C 4.38509 -4.90116 -6.33842 -0.093
C 1.50155 -0.65400 -8.45944 -0.243
C 0.34765 -1.58267 -9.02277 -0.253
C 0.06818 -1.41385 -10.45989 -0.298
C 1.24374 -1.67467 -11.39446 -0.071
C 2.75985 0.89387 -6.25121 -0.280
C 2.63934 1.83056 -5.04430 -0.225
C 3.50168 3.09317 -5.19035 -0.238
C 2.85244 4.20006 -6.08363 -0.084
H -2.15557 2.98961 -5.84423 0.079
H -1.17628 4.26815 -6.25150 0.080
H -0.56697 2.96907 -5.09122 0.064
H 0.53275 2.57418 -7.41702 0.082
H -0.96344 2.90157 -8.08470 0.115
H -0.86036 0.54801 -8.17318 0.091
H -1.93909 0.88339 -6.94017 0.121
H -0.62027 -0.73915 -5.88413 0.090
H -0.07035 0.60544 -5.08362 0.108
H 1.06020 -2.19820 -5.54764 0.091
H 2.46248 -1.53536 -4.78154 0.112
H 4.12084 -2.16535 -6.58991 0.122
H 2.83037 -2.91609 -7.45701 0.097
H 2.45424 -4.39268 -5.45825 0.110
H 3.89311 -3.53985 -4.69760 0.112
H 5.30567 -4.43836 -6.69400 0.070
H 4.01269 -5.15357 -7.33125 0.068
H 4.57007 -5.77747 -5.71717 0.074
H 2.48944 -1.05108 -8.69290 0.092
H 1.42028 0.34544 -8.88679 0.098
H -0.61332 -1.60296 -8.50873 0.112
H 0.79718 -2.57009 -8.91784 0.106
H -0.27235 -0.38084 -10.53079 0.107
H -0.83480 -1.98326 -10.68014 0.121
H 1.15254 -1.51899 -12.46942 0.085
H 1.42876 -2.72351 -11.16252 0.079
H 2.09918 -1.12549 -11.00111 0.065
H 2.91092 1.45692 -7.17222 0.092
H 3.66572 0.29718 -6.14422 0.096
H 2.99136 1.20375 -4.22499 0.116
H 1.67499 2.25235 -4.76107 0.099
H 4.47505 2.87656 -5.63049 0.104
H 3.66429 3.49014 -4.18832 0.109
H 3.60447 4.83864 -6.54705 0.074
H 2.16873 4.80711 -5.49023 0.074
H 2.25869 3.74450 -6.87612 0.043
```

As for the spin multiplicity: 1. As for the total charge: +2. For the orbital gap, the calculation gives 6.5 eV. Its LUMO energy is -2.87 eV.



<ii>
4 unconnected molecules or ions with the total composition C48H108FP3, computed with the ωB97M-V functional and the def2-TZVPD basis.

```
160
Properties=species:S:1:pos:R:3:lowdin_charge:R:1
F 0.56047 0.88603 -1.69325 -0.583
C -3.33988 0.60511 -2.00090 -0.105
C -3.53429 -0.68166 -2.73727 -0.288
C -2.72125 -0.89226 -4.00798 -0.204
C -1.18575 -1.33903 -3.80985 -0.214
P 0.09067 -0.29353 -4.69664 1.090
C 1.86764 -0.54001 -4.15014 -0.258
C 2.95560 -0.73204 -5.20285 -0.246
C 3.30168 0.55454 -5.98413 -0.238
C 4.27822 0.14623 -7.09074 -0.109
C -0.26622 -0.90964 -6.47879 -0.230
C -1.65622 -0.79295 -7.24154 -0.231
C -1.66741 -0.83905 -8.76761 -0.262
C -3.05800 -0.66487 -9.47720 -0.084
C -0.32623 1.51019 -4.74964 -0.236
C 0.74893 2.68255 -4.61950 -0.184
C 0.15797 4.10941 -4.37730 -0.242
C -0.42340 4.20437 -2.98271 -0.126
H -4.01927 0.56306 -1.14956 0.070
H -3.41780 1.45469 -2.67931 0.079
H -2.34086 0.67671 -1.57086 0.055
H -4.58519 -0.93049 -2.88483 0.111
H -3.50941 -1.52917 -2.05229 0.100
H -2.85338 -0.08612 -4.72965 0.095
H -3.20042 -1.68873 -4.57730 0.100
H -0.89737 -2.35444 -4.08166 0.092
H -0.89137 -1.01288 -2.81233 0.047
H 1.73041 -1.40205 -3.49734 0.074
H 2.16635 0.23844 -3.44806 0.054
H 2.65783 -1.53662 -5.87521 0.102
H 3.80890 -1.18853 -4.70123 0.114
H 3.92356 1.17367 -5.33757 0.085
H 2.46014 1.06728 -6.44997 0.093
H 4.77047 1.06178 -7.41872 0.075
H 3.98499 -0.51587 -7.90545 0.083
H 5.19427 -0.25981 -6.66169 0.069
H 0.22432 -1.88208 -6.52180 0.083
H 0.32710 -0.18566 -7.03728 0.068
H -2.10418 0.19263 -7.11478 0.094
H -2.36737 -1.44538 -6.73491 0.094
H -1.25374 -1.74698 -9.20650 0.101
H -0.87560 -0.21623 -9.18381 0.104
H -3.60066 0.18640 -9.06616 0.063
H -3.66725 -1.56628 -9.41104 0.075
H -2.92446 -0.27292 -10.48548 0.073
H -1.06385 1.47786 -3.94779 0.050
H -0.99243 1.67606 -5.59625 0.086
H 1.37076 2.67284 -5.51467 0.084
H 1.41704 2.56567 -3.76622 0.073
H -0.64010 4.47918 -5.02108 0.104
H 0.85546 4.93551 -4.51579 0.105
H -0.84774 5.10133 -2.53158 0.075
H 0.30512 3.97075 -2.20633 0.058
H -1.18685 3.44534 -2.81208 0.057
C -1.23631 -1.27234 0.77483 -0.119
C -2.64499 -1.29545 1.27534 -0.247
C -2.65640 -1.14292 2.81908 -0.248
C -4.02900 -0.89063 3.53018 -0.240
P -3.68099 -0.82490 5.30331 1.059
C -5.06195 -0.46366 6.40700 -0.256
C -6.46830 -0.82750 5.85903 -0.249
C -7.15875 0.29557 5.06556 -0.251
C -8.70229 0.03830 4.87529 -0.077
C -2.25426 0.27373 5.71315 -0.258
C -1.98726 0.32801 7.25508 -0.240
C -0.46350 0.44502 7.55744 -0.232
C -0.22342 0.70828 9.11649 -0.072
C -3.12162 -2.49960 5.91501 -0.236
C -3.98806 -3.69471 5.47528 -0.223
C -3.63620 -4.41469 4.14558 -0.244
C -4.58577 -5.66240 3.92121 -0.092
H -0.83502 -0.26221 0.69302 0.068
H -1.34434 -1.63271 -0.24818 0.063
H -0.56467 -2.00859 1.21634 0.076
H -3.06796 -2.21529 0.87151 0.115
H -3.12679 -0.38956 0.90745 0.102
H -1.97714 -0.32163 3.04753 0.071
H -2.01998 -1.93358 3.21647 0.102
H -4.80481 -1.58900 3.21638 0.101
H -4.51770 0.00734 3.15212 0.098
H -5.10775 0.56827 6.75505 0.102
H -4.97218 -1.12047 7.27223 0.101
H -7.15867 -1.09195 6.66001 0.119
H -6.36919 -1.73115 5.25762 0.087
H -6.68519 0.33387 4.08454 0.087
H -7.01587 1.22501 5.61677 0.109
H -8.90740 0.89774 4.23701 0.071
H -9.17938 0.17050 5.84637 0.077
H -8.96750 -0.88991 4.36914 0.077
H -2.38797 1.30750 5.39450 0.097
H -1.30240 0.07627 5.22013 0.084
H -2.27535 -0.59463 7.75890 0.087
H -2.71400 1.02245 7.67662 0.111
H 0.10802 1.12380 6.92442 0.091
H 0.03794 -0.47382 7.25348 0.101
H -0.61930 -0.20597 9.55866 0.067
H -0.75592 1.59070 9.47129 0.073
H 0.83156 0.77686 9.38179 0.070
H -3.12450 -2.44537 7.00366 0.084
H -2.05617 -2.59286 5.70471 0.098
H -5.02634 -3.45243 5.24867 0.087
H -3.99372 -4.51277 6.19559 0.121
H -2.65470 -4.88009 4.23599 0.102
H -3.68732 -3.80317 3.24473 0.083
H -5.59964 -5.26492 3.96769 0.066
H -4.39468 -6.47551 4.62153 0.076
H -4.65535 -6.18992 2.96990 0.070
C -0.44600 2.41290 2.67099 -0.106
C 0.95557 2.62850 3.18468 -0.225
C 1.90354 1.63057 2.44587 -0.231
C 2.14080 1.87976 0.95663 -0.288
P 3.46408 1.12837 0.02145 1.036
C 3.30668 -0.62091 -0.22386 -0.260
C 2.94636 -1.58942 1.00943 -0.208
C 2.99640 -3.11263 0.70494 -0.214
C 2.16633 -3.29194 -0.59637 -0.109
C 3.85979 2.12884 -1.55245 -0.196
C 4.93517 1.52053 -2.55633 -0.203
C 5.58093 2.65147 -3.49725 -0.232
C 6.80683 2.09213 -4.22262 -0.103
C 4.88126 1.32706 1.18342 -0.275
C 6.26725 0.89801 0.68394 -0.245
C 7.25872 0.71164 1.86224 -0.220
C 7.56161 1.91370 2.87480 -0.088
H -1.05478 2.83573 3.47018 0.070
H -0.61016 1.34358 2.53796 0.044
H -0.70994 2.96216 1.76725 0.089
H 1.17101 2.53044 4.24866 0.107
H 1.20071 3.62156 2.80805 0.109
H 1.45318 0.63838 2.41684 0.080
H 2.79276 1.36744 3.01871 0.097
H 2.16470 2.94147 0.71105 0.105
H 1.28937 1.58827 0.34164 0.060
H 4.19519 -0.93127 -0.77372 0.091
H 2.56355 -0.71619 -1.01555 0.062
H 2.01002 -1.17739 1.38574 0.077
H 3.52679 -1.46475 1.92357 0.096
H 2.48512 -3.58357 1.54453 0.108
H 4.05093 -3.36801 0.60079 0.114
H 2.79425 -3.10737 -1.46801 0.070
H 1.15159 -2.90013 -0.52637 0.069
H 2.03753 -4.37415 -0.61439 0.069
H 4.04277 3.15191 -1.22391 0.092
H 2.92202 2.32256 -2.07316 0.057
H 4.49861 0.75236 -3.19464 0.071
H 5.67973 0.87695 -2.08777 0.083
H 5.93256 3.45462 -2.84963 0.100
H 4.77085 3.13910 -4.03955 0.097
H 6.73999 1.11392 -4.69877 0.069
H 7.55952 2.07553 -3.43440 0.074
H 7.31833 2.71916 -4.95289 0.077
H 4.62147 0.63941 1.98825 0.078
H 4.96580 2.34458 1.56500 0.108
H 6.57956 1.59657 -0.09231 0.102
H 6.18353 -0.04146 0.13760 0.093
H 8.23941 0.50629 1.43304 0.097
H 7.07114 -0.17420 2.46904 0.101
H 8.54924 1.83153 3.32863 0.071
H 6.73378 2.03265 3.57383 0.057
H 7.54504 2.88849 2.38736 0.063
```

As for the spin multiplicity: 1. As for the total charge: +2. For the orbital gap, the calculation gives 9.5 eV. Its LUMO energy is -3.42 eV.



Short version: <i> is the most stable of them.



<i>
A gas-phase ion, C2H5N3S (charge +2), computed with the ωB97M-V functional and the def2-TZVPD basis.

```
11
Properties=species:S:1:pos:R:3:lowdin_charge:R:1
C -0.21876 -1.13247 0.13950 -0.013
C 1.04141 1.02537 -0.14046 -0.154
N -1.55936 -0.94639 0.15586 -0.293
N 0.79840 -0.33667 -0.14797 0.195
N 0.23982 1.92413 0.22919 0.233
S -2.61664 0.29235 -0.05068 1.255
H -0.00123 -2.12234 0.39273 0.172
H 2.04015 1.28338 -0.13351 0.139
H -1.92818 -1.87546 -0.00999 0.139
H 1.55043 -0.94175 -0.48291 0.209
H 0.65395 2.82984 0.04824 0.117
```

As for the SMILES: [H]/N=C/[NH+]=C\[NH+]=S. As for the spin multiplicity: 1. As for the total charge: +2. For the orbital gap (alpha / beta), the calculation gives 6.5 / 6.0 eV. Its LUMO energy (alpha / beta) is -13.87 / -14.07 eV.



<ii>
A gas-phase ion, C2H5N3S (charge +2), computed with the ωB97M-V functional and the def2-TZVPD basis.

```
11
Properties=species:S:1:pos:R:3:lowdin_charge:R:1
C -0.44958 1.25807 0.19016 -0.084
C 0.36458 -0.50532 -1.19315 -0.075
N -1.43642 0.52318 0.54179 0.117
N 0.55074 0.62354 -0.61125 0.126
N -0.03820 -2.26598 0.40014 -0.171
S -0.96768 -1.61250 -0.54051 1.236
H -0.42383 2.27398 0.66719 0.196
H 1.11401 -1.13514 -1.69511 0.158
H -2.07222 0.89554 1.29383 0.165
H 1.44613 1.09122 -0.78588 0.214
H 0.14976 -3.05251 1.00326 0.118
```

As for the spin multiplicity: 1. As for the total charge: +2. For the orbital gap (alpha / beta), the calculation gives 8.9 / 8.9 eV. Its LUMO energy (alpha / beta) is -11.91 / -11.91 eV.



Short version: <ii> is the most stable of them.



<i>
A gas-phase ion, C7H8N (charge +1), computed with the ωB97M-V functional and the def2-TZVPD basis.

```
16
Properties=species:S:1:pos:R:3:lowdin_charge:R:1
C -0.18350 1.12840 -0.20038 0.017
C 0.54325 0.07576 0.12016 -0.336
C -1.98997 -0.44316 -1.06183 -0.005
C -2.46474 0.34441 0.91811 0.318
C -1.66850 0.76327 -0.18319 -0.122
C -1.54665 -0.79235 0.31213 -0.109
C 2.05634 0.07930 0.25147 0.017
N -0.12716 -1.13556 0.38848 0.130
H 0.28502 2.11176 -0.47170 0.149
H -3.09574 -0.59659 -1.39067 0.160
H -1.25090 -0.70550 -1.88021 0.165
H -3.08694 0.55793 1.84929 0.174
H 2.26476 -0.49284 -0.64148 0.096
H 2.29112 -0.67212 1.03491 0.094
H 2.52529 1.04576 0.53725 0.116
H 0.33012 -1.76534 0.99298 0.136
```

As for the spin multiplicity: 1. As for the total charge: +1. For the orbital gap (alpha / beta), the calculation gives 6.7 / 6.7 eV. Its LUMO energy (alpha / beta) is -6.57 / -6.56 eV.



<ii>
A gas-phase ion, C7H8N (charge +1), computed with the ωB97M-V functional and the def2-TZVPD basis.

```
16
Properties=species:S:1:pos:R:3:lowdin_charge:R:1
C 2.23587 1.66269 0.23998 0.160
C 1.27302 1.05573 -0.02213 -0.136
C -0.66047 1.02089 -1.71946 0.045
C -0.97189 1.86874 -0.82116 0.125
C -0.04098 0.49377 -0.33245 -0.247
C -0.44933 -0.73740 0.42397 -0.196
C 0.72391 -1.57805 0.88529 0.000
N -1.68430 -1.19261 0.39326 0.240
H 3.01056 2.32381 0.13315 0.033
H -0.54921 0.48927 -2.67677 0.138
H 1.30594 -1.04266 1.71044 0.127
H 1.47283 -1.88357 0.05191 0.152
H 0.25302 -2.48649 1.38027 0.106
H -1.46311 2.81282 -0.34991 0.169
H -1.88653 -2.01724 0.78968 0.077
H -2.56932 -0.78971 -0.08608 0.208
```

As for the SMILES: C#CC1(C(C)=[NH2+])C=C1. As for the spin multiplicity: 1. As for the total charge: +1. For the orbital gap, the calculation gives 8.6 eV. Its LUMO energy is -4.61 eV.



Short version: <ii> is the most stable of them.